1.
DFT (ωB97M-V/def2-TZVPD) results for 13 unconnected molecules or ions with the total composition C33H83NO24.

Element x y z (Å)
C (0.90969, -4.18642, -1.58039)
C (2.06585, -3.16690, -1.70902)
O (2.14946, -2.63137, -0.37990)
C (1.57788, -1.43630, -0.04403)
O (0.97248, -0.64140, -0.78262)
O (1.88900, -1.24926, 1.25403)
C (1.40892, -0.15823, 2.03218)
H (0.91971, -4.78183, -2.49334)
H (-0.05111, -3.67571, -1.51604)
H (1.03091, -4.78708, -0.67895)
H (2.01165, -2.33489, -2.41110)
H (2.98638, -3.66397, -2.01505)
H (1.53692, 0.71804, 1.39667)
H (1.85341, -0.00155, 3.01502)
H (0.34641, -0.37009, 2.15179)
C (-1.67449, 2.08354, 7.99226)
C (-1.58397, 2.48507, 6.50110)
O (-0.87765, 3.75540, 6.45946)
C (-0.57770, 4.39294, 5.31184)
O (-0.82319, 3.95145, 4.17374)
O (-0.00179, 5.54135, 5.58177)
C (0.19277, 6.44995, 4.46077)
H (-2.21380, 1.16691, 8.23113)
H (-2.04706, 2.86972, 8.64891)
H (-0.64949, 1.84020, 8.27201)
H (-2.54540, 2.68761, 6.02915)
H (-1.12954, 1.71929, 5.87248)
H (0.81986, 6.06464, 3.65679)
H (0.64487, 7.33044, 4.91734)
H (-0.77383, 6.68540, 4.01542)
C (-4.44684, -1.03346, -2.67281)
C (-5.66297, -1.40328, -1.88039)
O (-5.82502, -0.53435, -0.77155)
C (-6.46946, 0.60641, -0.82462)
O (-6.87342, 1.22128, 0.17385)
O (-6.62609, 1.02603, -2.10759)
C (-7.09977, 2.34370, -2.38387)
H (-3.54480, -1.30526, -2.12458)
H (-4.41199, 0.03488, -2.88618)
H (-4.38366, -1.49664, -3.65748)
H (-5.54159, -2.42547, -1.52193)
H (-6.52572, -1.29896, -2.53833)
H (-8.17962, 2.29885, -2.52535)
H (-6.79251, 2.81362, -3.31815)
H (-6.85722, 3.08055, -1.61815)
C (-3.14559, -7.23718, -2.63666)
C (-3.12175, -8.64116, -2.08403)
O (-2.39458, -8.66739, -0.79845)
C (-1.12888, -9.00431, -0.81401)
O (-0.50400, -9.40092, -1.81493)
O (-0.60661, -8.71619, 0.44491)
C (0.67407, -9.16444, 0.81863)
H (-3.74320, -7.20902, -3.54780)
H (-2.09695, -6.98792, -2.79893)
H (-3.62544, -6.46758, -2.03205)
H (-2.75735, -9.36509, -2.81288)
H (-4.11556, -9.04637, -1.89363)
H (0.72224, -10.22747, 1.05475)
H (0.89832, -8.65226, 1.75430)
H (1.31841, -8.80578, 0.01596)
C (7.17353, 1.34949, 1.89347)
C (5.71155, 1.04991, 1.45322)
O (5.75388, 0.39354, 0.17348)
C (5.64015, 1.11340, -0.95123)
O (5.56986, 2.35020, -1.00425)
O (5.57110, 0.27862, -1.99695)
C (5.19571, 0.78805, -3.30402)
H (7.69765, 1.90994, 1.11932)
H (7.63970, 0.39977, 2.15581)
H (7.19606, 1.89206, 2.83857)
H (5.09031, 1.94322, 1.38868)
H (5.28212, 0.27232, 2.08493)
H (5.02955, -0.04761, -3.98384)
H (5.81920, 1.56413, -3.74793)
H (4.25643, 1.34014, -3.27170)
C (-3.03720, 9.85422, -8.47713)
O (-2.81125, 8.42466, -8.42930)
C (-3.33903, 7.68450, -7.34376)
C (-2.76591, 8.06310, -5.90639)
N (-3.24165, 7.18559, -4.84493)
C (-2.72839, 7.54464, -3.52610)
C (-3.14550, 6.47051, -2.49108)
O (-2.69304, 5.25486, -3.12383)
C (-2.38142, 4.13623, -2.26034)
H (-2.83156, 10.26770, -9.46448)
H (-2.51534, 10.36023, -7.66490)
H (-4.09410, 9.99771, -8.25249)
H (-3.09968, 6.63063, -7.48583)
H (-4.42682, 7.73521, -7.29647)
H (-3.21352, 9.03973, -5.72218)
H (-1.68890, 8.13157, -6.05954)
H (-3.06087, 6.20705, -5.01769)
H (-3.15782, 8.48636, -3.18426)
H (-1.64021, 7.49536, -3.48681)
H (-4.20940, 6.29920, -2.32715)
H (-2.57388, 6.68315, -1.58768)
H (-1.72558, 4.60099, -1.52414)
H (-1.84962, 3.35477, -2.80311)
H (-3.23761, 3.72358, -1.72673)
C (3.97402, 3.45555, 6.18761)
O (4.52116, 2.14321, 6.25846)
H (3.92810, 3.72101, 5.13143)
H (3.00907, 3.46818, 6.69439)
H (4.63430, 4.19375, 6.64280)
H (3.97945, 1.61944, 6.85328)
C (-0.36717, -5.05711, 3.89039)
O (-1.44218, -5.03636, 4.87475)
H (0.58283, -5.35446, 4.33445)
H (-0.57538, -5.87026, 3.19502)
H (-0.21258, -4.16939, 3.27707)
H (-1.50690, -5.86334, 5.35798)
C (2.00605, -1.56995, 7.71698)
O (2.28104, -0.53659, 8.59779)
H (2.05316, -2.53168, 8.22782)
H (0.95986, -1.51413, 7.41623)
H (2.72110, -1.43740, 6.90505)
H (2.52962, -0.90177, 9.45011)
C (4.75713, -4.24609, 2.81336)
O (4.96474, -5.54487, 3.35341)
H (5.12299, -4.29279, 1.78766)
H (3.68702, -4.03883, 2.81299)
H (5.27722, -3.40938, 3.27977)
H (5.66950, -5.90295, 2.80872)
C (7.59501, -4.17687, -3.80890)
O (7.74274, -5.56192, -3.93593)
H (7.82490, -3.89415, -2.78161)
H (8.26615, -3.65529, -4.49126)
H (6.57100, -3.93181, -4.09076)
H (8.18751, -5.73240, -4.76942)
C (-3.26308, -1.16897, 3.35504)
O (-2.87872, -1.57878, 4.65673)
H (-3.33858, -0.09959, 3.15801)
H (-2.57271, -1.54160, 2.59831)
H (-4.21897, -1.62914, 3.10483)
H (-2.64056, -2.50856, 4.67613)
C (-0.53872, -1.79744, -6.52263)
O (-1.66741, -1.07584, -6.90992)
H (0.39943, -1.25671, -6.64750)
H (-0.58375, -1.90293, -5.43868)
H (-0.44795, -2.72401, -7.08949)
H (-1.64825, -0.30883, -6.33292)

Atoms 1-2, force components in eV/Å:
0.3839 0.8226 -1.3292
-1.0820 -0.0858 0.5862

E = -3167.397089 hartree
total charge = 0
HOMO-LUMO gap = 8.9 eV

***

2.
DFT (ωB97M-V/def2-TZVPD) results for a single C5H7NO2 molecule.

Element x y z (Å)
C (1.46509, -0.25837, -0.29053)
C (0.16281, 0.41183, -0.27081)
C (-0.02686, 1.71951, -0.50659)
C (-0.89868, -0.59844, 0.12527)
C (-2.21321, -0.04723, 0.39233)
H (2.18611, 0.32522, 1.36231)
H (1.44091, -1.22286, -0.82136)
H (2.20262, 0.41259, -0.80853)
H (-1.03254, 2.19870, -0.37655)
H (0.81460, 2.39699, -0.54515)
H (-0.43832, -1.02378, 1.03357)
H (-1.39550, -2.36423, -0.24642)
N (-3.25778, 0.30399, 0.68552)
O (2.02465, -0.57538, 1.04331)
O (-1.03388, -1.67854, -0.77638)

Atoms 1-2, force components in eV/Å:
2.8532 -0.2098 -0.2863
-1.2427 0.4021 -0.3729

E = -399.891057 hartree
total charge = 0
ΔE to the lowest compared entry with this formula, charge and spin = 195.6 kJ/mol
structure (SMILES) = C=C(CO)[C@H](O)C#N
HOMO-LUMO gap = 11.2 eV